1.
{"formula": "C6H4O", "method": "the ωB97M-V functional and the def2-TZVPD basis", "smiles": "C#CC(=O)C=C=C", "lumo_ha": -0.0066, "max_force_ev_per_a": 0.73, "orbital_gap_ev": 10.094, "de_lowest_ev": 2.314, "total_energy_ev": -8330.1261, "total_charge": 0, "elements": ["C", "C", "C", "C", "C", "C", "O", "H", "H", "H", "H"], "xyz": [[-1.1675, 0.1132, -3.0574], [-0.5933, -0.0498, -2.0117], [0.1165, -0.2171, -0.7486], [-0.4850, 0.4265, 0.4552], [0.2050, 0.2538, 1.5594], [1.0280, -0.1470, 2.4799], [1.1661, -0.8328, -0.7080], [-1.6671, 0.2402, -3.9931], [-1.4204, 0.9782, 0.3637], [0.8269, -1.0848, 2.9959], [1.9908, 0.3195, 2.6647]]}


2.
{"formula": "C5H10N2O", "method": "the ωB97M-V functional and the def2-TZVPD basis", "smiles": "N[C@]12CN[C@H]1COC2", "lumo_ha": 0.0341, "max_force_ev_per_a": 3.37, "orbital_gap_ev": 10.154, "de_lowest_ev": 2.352, "total_energy_ev": -10372.9536, "total_charge": 0, "elements": ["C", "C", "C", "C", "C", "H", "H", "H", "H", "H", "H", "H", "H", "H", "H", "N", "N", "O"], "xyz": [[0.0155, -0.5560, 0.3334], [-0.8862, 0.0551, 1.4442], [-0.6648, 0.4720, -0.6155], [0.5183, 1.0844, -1.4157], [1.4663, -0.1204, 0.2126], [-0.9956, -2.2701, -0.1879], [0.6259, -2.2438, -0.5557], [-1.7429, -0.6686, 1.5957], [-0.4223, 0.2316, 2.3935], [-2.0505, 1.4605, 0.4390], [-1.4563, 0.0184, -1.1863], [0.7692, 2.0950, -0.9053], [0.4051, 1.2706, -2.5197], [2.0956, -0.9961, 0.6037], [1.7523, 0.7380, 0.8227], [-0.0375, -2.0033, 0.1215], [-1.0258, 1.2728, 0.5946], [1.6337, 0.1600, -1.1750]]}


3.
{"formula": "C6H15NO", "method": "the ωB97M-V functional and the def2-TZVPD basis", "smiles": "CCC(N)=O.CCC", "lumo_ha": 0.0313, "max_force_ev_per_a": 1.77, "orbital_gap_ev": 10.661, "de_lowest_ev": 0.974, "total_energy_ev": -10002.7836, "total_charge": 0, "elements": ["C", "C", "C", "H", "H", "H", "H", "H", "H", "H", "H", "C", "C", "C", "O", "N", "H", "H", "H", "H", "H", "H", "H"], "xyz": [[-1.8003, -0.9520, -0.6961], [-2.1451, -0.3608, -2.0691], [-2.3740, -0.0643, 0.4316], [-2.2489, -1.9408, -0.6852], [-0.7300, -0.9614, -0.5382], [-3.1385, -0.7029, -2.3866], [-3.3004, -0.5491, 0.7444], [-1.4914, -0.5725, -2.9064], [-2.2954, 0.7140, -2.0031], [-1.7220, 0.1055, 1.2831], [-2.8223, 0.8500, 0.0878], [1.6373, 0.8379, 0.6551], [2.4878, 1.9043, 1.3461], [2.2798, -0.5361, 0.6955], [3.3861, -0.7547, 1.1440], [1.5750, -1.5209, 0.0708], [0.6543, 0.7252, 1.1301], [1.4066, 1.1063, -0.3764], [2.2102, 2.8516, 0.8960], [3.5389, 1.6284, 1.3085], [1.9847, -2.4081, -0.1753], [0.6622, -1.4495, -0.3552], [2.2457, 2.0502, 2.3986]]}


4.
{"formula": "CHCl4P", "method": "the ωB97M-V functional and the def2-TZVPD basis", "lumo_ha": -0.0152, "max_force_ev_per_a": 4.54, "orbital_gap_ev": 8.729, "de_lowest_ev": 1.027, "total_energy_ev": -60430.4191, "total_charge": 0, "elements": ["C", "P", "Cl", "Cl", "Cl", "Cl", "H"], "xyz": [[1.6358, 1.0851, 1.2485], [0.0424, -0.6122, 0.8824], [2.9681, 0.4565, 0.3365], [1.1608, 2.5270, 0.4514], [1.6584, 1.2083, 2.9369], [-1.3238, 0.1379, 2.0319], [0.9762, -1.1345, 1.9319]]}